Density functional theory data (ωB97M-V with the def2-TZVPD basis set) for a cluster of 2 separate species, C55H65F3N5 in total.

net charge	+1
multiplicity	1
orbital gap	3.27	eV
total energy	-73685.59412	eV
E_HOMO	-0.287	Ha

```
128
Properties=species:S:1:pos:R:3:forces:R:3
C -4.228 -2.616 -3.990 0.07 0.24 0.02
C -4.185 -3.553 -2.788 0.10 0.11 0.41
C -4.789 -4.906 -3.166 -0.02 -0.10 0.23
C -4.900 -2.954 -1.572 0.26 -0.22 -0.31
C -6.251 -2.635 -1.672 -0.10 0.08 0.09
C -6.940 -2.105 -0.588 0.06 -0.10 0.06
C -6.290 -1.910 0.628 -0.08 0.00 -0.20
C -4.937 -2.208 0.762 0.25 0.30 0.19
C -4.190 -1.895 2.058 -0.07 -0.46 -0.16
C -5.030 -2.198 3.299 0.02 -0.16 -0.09
C -3.727 -0.443 2.094 0.10 0.21 -0.19
C -4.256 -2.723 -0.350 -0.21 0.11 0.02
N -2.842 -2.953 -0.250 0.83 -0.76 0.27
N -2.374 -4.109 0.247 2.09 -0.08 -0.79
N -1.028 -4.036 0.075 -2.87 0.83 -0.12
C -0.261 -5.204 0.435 -0.16 -0.75 0.37
C -0.050 -6.210 -0.524 -0.11 0.22 -0.41
C -0.603 -6.115 -1.955 -0.06 0.22 0.34
C -1.483 -7.316 -2.307 -0.14 0.00 0.24
C 0.506 -6.019 -3.000 0.20 0.13 0.04
C 0.699 -7.326 -0.152 0.10 0.14 0.03
C 1.240 -7.422 1.126 -0.12 -0.08 0.08
C 0.926 -6.472 2.093 -0.01 -0.05 -0.13
C 0.122 -5.379 1.776 0.16 0.55 0.13
C -0.300 -4.382 2.862 -0.18 -0.10 -0.30
C 0.791 -3.353 3.149 0.19 0.11 -0.14
C -0.713 -5.087 4.159 -0.04 -0.07 -0.20
C -0.653 -2.812 -0.469 0.91 -1.78 0.61
C 0.709 -2.365 -0.583 1.42 0.27 -0.06
C 0.997 -0.979 -0.471 -0.23 -0.23 0.14
C 2.298 -0.507 -0.405 -0.30 -0.44 -0.25
C 3.349 -1.399 -0.585 0.52 0.10 0.21
C 4.739 -0.826 -0.573 0.53 -0.14 0.12
F 5.697 -1.740 -0.873 -0.65 0.75 0.22
F 4.874 0.210 -1.471 -0.03 -0.63 0.75
F 5.061 -0.303 0.663 -0.15 -0.21 -0.99
C 3.122 -2.769 -0.731 -0.19 0.24 0.04
C 1.817 -3.247 -0.730 -0.45 0.19 0.04
C -1.824 -2.090 -0.684 -2.07 1.65 -0.43
C -2.112 -0.837 -1.176 0.50 -0.65 0.15
H -3.746 -1.662 -3.757 -0.08 -0.08 -0.05
H -3.703 -3.070 -4.837 -0.12 0.07 0.08
H -5.267 -2.422 -4.285 0.19 -0.02 -0.05
H -3.136 -3.702 -2.503 -0.12 -0.02 -0.13
H -4.760 -5.596 -2.316 -0.04 0.04 -0.15
H -5.837 -4.773 -3.466 0.21 -0.14 -0.01
H -4.230 -5.351 -3.999 -0.17 0.07 0.12
H -6.762 -2.806 -2.621 0.07 0.07 0.29
H -7.993 -1.854 -0.687 0.17 -0.05 0.03
H -6.839 -1.506 1.477 0.11 -0.10 -0.23
H -3.307 -2.552 2.065 -0.18 0.22 0.16
H -5.442 -3.211 3.249 0.01 0.11 0.10
H -4.407 -2.118 4.197 -0.15 0.03 -0.10
H -5.859 -1.487 3.384 0.15 -0.14 0.10
H -3.155 -0.184 1.196 -0.04 -0.02 0.18
H -4.597 0.225 2.152 0.16 -0.09 0.00
H -3.097 -0.273 2.974 -0.10 0.03 -0.10
H -1.212 -5.202 -2.000 0.07 -0.21 -0.11
H -2.314 -7.423 -1.604 0.09 -0.02 -0.10
H -1.892 -7.190 -3.317 0.09 -0.09 0.21
H -0.884 -8.235 -2.279 -0.22 0.13 -0.09
H 1.161 -5.160 -2.825 -0.04 -0.12 -0.08
H 1.116 -6.932 -2.979 -0.06 0.19 -0.09
H 0.065 -5.915 -3.998 0.13 -0.05 0.15
H 0.857 -8.123 -0.882 0.06 0.26 0.26
H 1.873 -8.270 1.384 -0.16 0.15 -0.04
H 1.288 -6.589 3.117 -0.11 -0.01 -0.36
H -1.183 -3.861 2.462 0.21 -0.05 0.24
H 1.116 -2.845 2.232 -0.03 -0.05 0.14
H 0.424 -2.594 3.850 0.10 -0.15 -0.09
H 1.667 -3.846 3.591 -0.14 0.13 -0.06
H -1.448 -5.870 3.951 0.07 0.07 0.11
H 0.155 -5.546 4.648 -0.22 0.11 -0.01
H -1.161 -4.365 4.852 0.13 -0.14 -0.09
H 0.172 -0.278 -0.393 0.17 -0.15 0.25
H 2.494 0.544 -0.196 -0.07 -0.17 -0.21
H 3.964 -3.454 -0.816 -0.25 0.17 -0.11
H 1.633 -4.314 -0.858 0.20 0.40 0.14
H -1.283 -0.249 -1.547 -0.50 0.15 -0.17
H -3.149 -0.526 -1.253 0.34 0.08 -0.10
C 1.869 10.210 -5.392 0.24 -0.06 -0.07
C 0.584 9.431 -5.725 -0.27 -0.09 0.18
C 0.705 8.064 -5.035 -0.28 -0.41 -0.66
N 1.863 8.171 -4.172 0.36 -0.91 0.68
C 2.258 7.124 -3.383 -0.24 0.17 -0.13
C 2.094 5.778 -3.826 -0.12 -0.29 0.06
C 2.499 4.720 -3.041 -0.15 0.25 -0.04
C 2.866 4.923 -1.677 -0.04 0.13 -0.07
C 3.138 3.827 -0.820 -0.08 0.83 0.14
C 2.983 3.858 0.590 -0.11 -0.10 0.63
C 2.029 4.689 1.266 0.12 -0.14 0.08
C 1.880 4.632 2.641 0.14 -0.10 -0.14
C 2.809 3.902 3.437 0.08 0.08 -0.34
N 2.781 3.995 4.812 -0.12 0.29 -0.35
C 3.940 4.391 5.599 0.70 -0.44 -0.13
C 3.418 4.544 7.039 0.13 0.17 -0.21
C 1.980 3.998 7.055 -0.26 -0.12 -0.07
C 1.610 3.648 5.603 -0.37 -0.16 -0.14
C 3.784 3.109 2.776 0.01 0.17 0.08
C 3.792 3.009 1.402 0.07 0.20 -0.15
C 2.966 6.280 -1.224 -0.12 0.25 -0.25
C 2.788 7.350 -2.082 0.09 -0.30 0.29
C 2.603 9.414 -4.297 0.40 0.60 0.46
H 2.518 10.276 -6.271 -0.19 0.13 0.16
H 1.642 11.221 -5.044 0.10 -0.15 -0.19
H -0.291 9.957 -5.327 0.16 -0.10 -0.21
H 0.448 9.283 -6.799 -0.02 0.23 0.18
H -0.210 7.815 -4.466 0.47 0.09 -0.03
H 0.840 7.249 -5.764 -0.05 0.30 0.01
H 1.673 5.600 -4.820 0.32 -0.01 0.41
H 2.461 3.701 -3.432 -0.02 0.28 0.07
H 3.544 2.914 -1.260 -0.19 0.08 0.01
H 1.412 5.371 0.678 -0.01 -0.38 0.23
H 1.114 5.218 3.159 0.29 -0.15 -0.33
H 4.738 3.629 5.518 -0.19 0.26 0.22
H 4.371 5.344 5.240 -0.26 -0.40 -0.05
H 4.075 4.014 7.735 -0.19 0.18 -0.05
H 3.417 5.608 7.295 0.08 -0.25 0.11
H 1.908 3.099 7.676 -0.08 0.30 -0.05
H 1.278 4.751 7.428 0.19 -0.24 0.13
H 0.713 4.183 5.250 0.22 -0.08 0.16
H 1.395 2.566 5.502 0.06 0.38 -0.01
H 4.498 2.547 3.381 -0.27 0.08 -0.25
H 4.481 2.327 0.904 -0.09 0.07 0.16
H 3.192 6.459 -0.173 0.24 0.05 -0.37
H 2.941 8.384 -1.752 -0.07 -0.56 0.00
H 3.658 9.231 -4.587 -0.52 -0.11 0.17
H 2.643 9.963 -3.336 -0.15 -0.15 -0.39
```
Forces are in eV/Å.